ORCA calculation (ωB97M-V/def2-TZVPD) on an isolated molecule of C3H8N3O4P in a non-equilibrium geometry.

CARTESIAN COORDINATES (ANGSTROEM)
C 0.00214 -0.71657 1.70020
C -0.43541 -0.25958 -2.31043
C 0.70325 0.72954 -2.32504
N 0.63746 0.30831 2.27382
N 0.03754 -1.81942 2.45617
N 1.87744 0.35246 -2.44442
O -0.54717 -0.79552 0.56067
O -2.14235 1.22083 0.80759
O -1.52812 0.28444 -1.53834
O 0.15843 1.66923 0.03235
P -1.09210 0.84960 -0.08045
H -1.03067 -0.51213 -3.18294
H -0.10130 -1.11254 -1.89580
H 0.15646 1.70220 -2.29831
H 0.47650 1.08560 1.62187
H 0.62320 0.39807 3.27410
H -0.62842 -2.59514 2.37941
H 0.19596 -1.82149 3.41650
H 2.63717 1.03211 -2.44695

Summary:
Spin multiplicity: 1
DFT total energy in eV: -25191.392
HOMO-LUMO gap in eV: 9.7626
ΔE to the lowest compared entry with this formula, charge and spin in kJ/mol: 38.55
LUMO in eV: 0.24
Net charge: 0
Max |F| in eV/A: 3.70



ORCA calculation (ωB97M-V/def2-TZVPD) on the ion C3H8N3OS with charge +1 in a non-equilibrium geometry.

CARTESIAN COORDINATES (ANGSTROEM)
C -2.14335 -0.04066 0.76103
C 1.18152 -0.67640 -0.41276
C 1.76449 1.54585 0.09080
N -0.83871 -0.41301 0.84352
N -0.05269 -0.55074 -0.09102
N 1.70059 -1.91537 -0.63904
O 1.96726 0.34604 -0.64036
S -2.94644 -0.19101 -0.92603
H -2.67784 -0.62670 1.44653
H -2.37364 1.00223 1.06050
H 2.69605 2.08632 -0.02004
H 1.51033 1.29586 1.08861
H 0.88614 2.08287 -0.15479
H -3.97755 0.75531 -0.56069
H 1.08658 -2.58224 -0.28696
H 2.21726 -2.11834 -1.55928

Summary:
Spin multiplicity: 1
DFT total energy in eV: -20583.567
HOMO-LUMO gap in eV: 7.7794
Structure (SMILES): COC(=[NH2+])/N=N/CS
ΔE to the lowest compared entry with this formula, charge and spin in kJ/mol: 294.78
LUMO in eV: -5.51
Net charge: +1
Max |F| in eV/A: 4.32



ORCA calculation (ωB97M-V/def2-TZVPD) on the ion C3H8N3S2 with charge +1 in a non-equilibrium geometry.

CARTESIAN COORDINATES (ANGSTROEM)
C 1.69745 -0.33440 0.05799
C 0.38754 2.04202 0.15159
C -1.44168 -1.41401 0.99365
N 0.51159 -0.93231 -0.32953
N -0.74932 -0.48974 0.02646
N 0.31265 1.97192 -1.15863
S 3.26581 -0.84974 -0.27693
S 1.34938 1.09750 1.17979
H -0.12066 3.05893 0.44217
H -1.26980 -2.48778 0.74208
H -1.08889 -1.52979 2.07970
H -2.43305 -1.18018 1.02996
H 0.63268 -1.82000 -0.70870
H 0.67492 1.13823 -1.60355
H -0.33131 2.46667 -1.79995
H -1.39732 -0.73732 -0.82610

Summary:
Spin multiplicity: 1
DFT total energy in eV: -29372.150
HOMO-LUMO gap in eV: 8.0916
ΔE to the lowest compared entry with this formula, charge and spin in kJ/mol: 282.05
LUMO in eV: -4.82
Net charge: +1
Max |F| in eV/A: 4.75



ORCA calculation (ωB97M-V/def2-TZVPD) on a cluster of 2 separate species, C3H8N3S2 in total in a non-equilibrium geometry.

CARTESIAN COORDINATES (ANGSTROEM)
C -1.62099 2.44307 -0.91964
C -1.25989 0.09568 -0.85013
C 0.67818 1.31980 2.64184
N -0.78386 2.18326 -0.01304
N -0.49618 0.94792 0.16750
N -0.20586 -2.34746 -1.62913
S -2.14664 1.05180 -1.80945
S 0.80857 0.29720 1.10467
H -2.13367 3.37468 -0.98633
H -0.73057 -1.06604 -0.92331
H 0.00138 2.12611 2.44068
H 1.70982 1.63620 3.10894
H 0.21278 0.64561 3.32762
H 0.48296 -2.85585 -1.05681
H 0.03509 -1.90580 -2.59136
H -0.84857 -3.09392 -1.62644

Summary:
Spin multiplicity: 1
DFT total energy in eV: -29371.738
HOMO-LUMO gap in eV: 8.5858
ΔE to the lowest compared entry with this formula, charge and spin in kJ/mol: 321.78
LUMO in eV: -4.39
Net charge: +1
Max |F| in eV/A: 6.24



ORCA calculation (ωB97M-V/def2-TZVPD) on an isolated molecule of C3H8N4 in a non-equilibrium geometry.

CARTESIAN COORDINATES (ANGSTROEM)
C -0.86881 1.53562 -0.06016
C -2.36459 -0.61409 0.16389
C 1.17430 0.01083 0.04427
H -1.36353 1.64699 0.95346
H -0.08734 2.26442 -0.31219
H -1.83866 1.34180 -0.80650
H -2.92547 -1.51084 -0.03290
H -2.75570 0.38029 0.17439
H 2.66419 -1.68793 -0.16796
H 0.82265 -1.97848 0.20927
H 2.83930 0.83387 0.34319
N -0.20790 0.18926 -0.18354
N -1.08177 -0.89291 -0.03901
N 1.63195 -1.31592 -0.04746
N 1.80046 1.03612 0.09162

Summary:
Spin multiplicity: 1
DFT total energy in eV: -9198.215
HOMO-LUMO gap in eV: 9.6560
Structure (SMILES): [H]/N=C(\N)N(C)N=C
ΔE to the lowest compared entry with this formula, charge and spin in kJ/mol: 329.81
LUMO in eV: 1.05
Net charge: 0
Max |F| in eV/A: 7.71



ORCA calculation (ωB97M-V/def2-TZVPD) on an isolated molecule of C3H8N4 in a non-equilibrium geometry.

CARTESIAN COORDINATES (ANGSTROEM)
C 1.18636 -0.26122 -0.11271
C 0.34690 0.50905 0.49360
N 2.35840 -0.50286 -0.66801
N -0.87691 -0.87314 -1.03116
N 0.33181 1.71014 1.10559
C -1.36772 0.02558 0.06337
N -2.25102 -0.36159 0.98564
H 2.47934 -0.43725 -1.67272
H 3.02401 -1.16270 -0.29007
H -0.97105 -1.84914 -0.77056
H -1.14573 -0.57907 -1.96983
H -0.54893 1.93956 1.56225
H 1.18040 2.18261 1.37377
H -2.03228 -1.30063 1.32953
H -1.71355 0.96065 -0.39868

Summary:
Spin multiplicity: 1
DFT total energy in eV: -9196.066
HOMO-LUMO gap in eV: 7.4812
ΔE to the lowest compared entry with this formula, charge and spin in kJ/mol: 537.21
LUMO in eV: 0.49
Net charge: 0
Max |F| in eV/A: 2.53



ORCA calculation (ωB97M-V/def2-TZVPD) on an isolated molecule of C3H8N4 in a non-equilibrium geometry.

CARTESIAN COORDINATES (ANGSTROEM)
C -0.40338 0.34766 0.04701
C 0.82632 1.31242 0.02618
C 2.05873 0.20224 0.04308
H -3.42977 -0.15141 -0.02911
H -2.27078 -0.72801 0.99419
H 0.68961 1.66112 -1.01870
H 1.11171 1.96907 0.87514
H 2.91110 0.42604 -0.80418
H 2.45586 0.35635 0.98592
H 1.79633 -1.68919 0.46037
H -0.52194 -1.78533 -0.39092
N -2.32917 -0.44906 -0.05581
N -1.63329 0.88304 -0.09767
N 1.40237 -1.08322 -0.18576
N 0.04121 -0.95542 0.08634

Summary:
Spin multiplicity: 1
DFT total energy in eV: -9197.013
HOMO-LUMO gap in eV: 8.9831
Structure (SMILES): N/N=C1/CCNN1
ΔE to the lowest compared entry with this formula, charge and spin in kJ/mol: 445.76
LUMO in eV: 0.95
Net charge: 0
Max |F| in eV/A: 6.11



ORCA calculation (ωB97M-V/def2-TZVPD) on a structure of composition C3H8N4O in a non-equilibrium geometry.

CARTESIAN COORDINATES (ANGSTROEM)
C 0.53145 -1.56012 0.07751
N 1.03598 1.20971 -0.19265
C -0.19030 0.81303 -0.17100
C 2.57694 0.50097 0.65827
N -1.83482 -0.86969 -0.04336
N -1.26372 1.65567 -0.07463
N -0.48574 -0.51436 -0.22630
O 3.50444 0.93118 0.09343
H 1.15986 2.21692 -0.21555
H -2.05951 -1.63745 -0.67965
H -1.99704 -1.19005 0.91685
H -2.16237 1.26974 -0.30798
H -1.11001 2.63822 -0.22683
H 0.59859 -1.77037 1.14834
H 1.49412 -1.23334 -0.30932
H 0.20216 -2.46008 -0.44712

Summary:
Spin multiplicity: 1
DFT total energy in eV: -11246.732
HOMO-LUMO gap in eV: 8.6680
ΔE to the lowest compared entry with this formula, charge and spin in kJ/mol: 278.96
LUMO in eV: 0.69
Net charge: 0
Max |F| in eV/A: 2.72



ORCA calculation (ωB97M-V/def2-TZVPD) on an isolated molecule of C3H8N4O in a non-equilibrium geometry.

CARTESIAN COORDINATES (ANGSTROEM)
C 0.03374 1.78528 -0.15773
C 0.63583 0.60281 0.03213
C -0.11536 -0.55018 -0.14698
H 1.30634 3.17513 0.81264
H -0.01236 3.92907 0.13123
H -0.95114 1.81711 -0.63926
H 1.63146 0.59909 0.41417
H 0.38605 -2.33893 -1.03385
H 1.98075 -2.09253 0.96222
H -1.50709 -2.42756 0.17035
H -2.93949 -1.67882 -0.02314
N 0.52798 3.06412 0.16424
N 0.50608 -1.84447 -0.16632
N -1.41055 -0.51455 -0.19220
N -1.99588 -1.79506 -0.39139
O 1.92363 -1.73051 0.06389

Summary:
Spin multiplicity: 1
DFT total energy in eV: -11245.359
HOMO-LUMO gap in eV: 8.3160
Structure (SMILES): N/C=C/C(=N/N)NO
ΔE to the lowest compared entry with this formula, charge and spin in kJ/mol: 411.48
LUMO in eV: 0.96
Net charge: 0
Max |F| in eV/A: 3.63



ORCA calculation (ωB97M-V/def2-TZVPD) on an isolated molecule of C3H8N4O in a non-equilibrium geometry.

CARTESIAN COORDINATES (ANGSTROEM)
C -2.41231 -0.90028 0.19508
C 0.30563 1.10743 0.04035
C 2.78602 -1.08724 -0.23482
H -2.40991 -1.87176 -0.32274
H -1.80260 -0.87253 1.27082
H -3.51702 -0.71031 0.50522
H -1.35749 1.98099 -0.61928
H 0.70294 3.00764 0.13511
H 0.32371 -1.03476 0.05702
H 2.12315 -1.95192 -0.31732
H 3.77483 -1.11864 -0.33573
N -1.09012 1.24773 0.03497
N 1.10006 2.14524 -0.03254
N 0.81445 -0.08206 0.31020
N 2.36719 0.06597 -0.00593
O -1.70854 0.07448 -0.68043

Summary:
Spin multiplicity: 1
DFT total energy in eV: -11242.939
HOMO-LUMO gap in eV: 9.3169
Structure (SMILES): [H]/N=C(/NN=C)NOC
ΔE to the lowest compared entry with this formula, charge and spin in kJ/mol: 644.95
LUMO in eV: 0.76
Net charge: 0
Max |F| in eV/A: 4.38



ORCA calculation (ωB97M-V/def2-TZVPD) on an isolated molecule of C3H8N4S in a non-equilibrium geometry.

CARTESIAN COORDINATES (ANGSTROEM)
C -2.45408 1.37835 0.82586
C -0.50907 -0.24207 0.07007
C 1.54162 0.56381 -0.82695
H -3.06164 2.16837 0.47461
H -1.82360 1.77665 1.68376
H -3.00331 0.48634 1.02795
H -0.01558 -1.52312 1.35927
H 2.03408 -1.93336 -1.00099
H 0.46962 -2.44259 -0.57793
H 1.03146 1.54575 -1.01615
H 3.22174 -0.30665 -0.62534
N -0.76537 -0.87753 1.15616
N 0.63955 -0.48689 -0.71964
N 1.24290 -1.69722 -0.34215
N 2.88398 0.62185 -0.83249
S -1.43231 0.96829 -0.65602

Summary:
Spin multiplicity: 1
DFT total energy in eV: -20034.176
HOMO-LUMO gap in eV: 9.8332
Structure (SMILES): [H]/N=C\N(N)/C(=N\[H])SC
ΔE to the lowest compared entry with this formula, charge and spin in kJ/mol: 198.89
LUMO in eV: 0.66
Net charge: 0
Max |F| in eV/A: 4.63



ORCA calculation (ωB97M-V/def2-TZVPD) on a cluster of 2 separate species, C3H8NO in total.

CARTESIAN COORDINATES (ANGSTROEM)
C -1.56632 -0.23116 1.46042
O -1.57827 1.11040 1.26292
H -1.36511 -0.79473 0.51550
H -0.76758 -0.56136 2.17817
H -2.51849 -0.66859 1.85304
C 1.03660 -0.49255 -2.13648
C 0.98068 0.25179 0.04707
N 1.50120 -0.54930 -0.77347
H 1.89044 -0.60957 -2.80870
H 0.40583 0.36531 -2.38061
H 0.47550 -1.40824 -2.35238
H 1.24988 0.16086 1.10349
H 0.21163 1.02369 -0.10052

Summary:
Spin multiplicity: 1
DFT total energy in eV: -6776.593
HOMO-LUMO gap in eV: 6.2520
ΔE to the lowest compared entry with this formula, charge and spin in kJ/mol: 134.98
LUMO in eV: 4.09
Net charge: -1
Max |F| in eV/A: 0.85